(1)
A structure of composition C8H10Cl2Si in a non-equilibrium geometry, computed with ωB97M-V/def2-TZVPD.

Each line ends with the natural charge from an NBO analysis.
Positions of all 21 atoms, in Å:
C  0.62948  0.42444  1.54062  -0.35
C  0.08761  -0.35917  0.61513  0.00
C  1.89493  0.57327  0.78963  0.03
C  1.34210  -0.57148  -0.28701  -0.08
C  2.61686  -0.68277  0.53509  -0.40
C  2.00287  1.61515  -0.44800  -0.41
C  1.46928  0.41963  -1.41957  -0.41
C  -3.38655  -0.06888  -0.18981  -0.68
Si  -2.83547  -1.76716  0.34792  0.90
Cl  -3.19600  1.06225  1.09071  0.01
Cl  -5.18492  0.02218  -0.53797  -0.07
H  0.11438  1.04320  2.22617  0.22
H  3.55178  -0.72995  0.15106  0.23
H  2.35441  -1.46926  1.24795  0.24
H  1.32032  2.44879  -0.31777  0.23
H  3.02281  1.83879  -0.84239  0.22
H  2.19956  0.05995  -2.14861  0.21
H  0.53859  0.67004  -1.85491  0.22
H  -2.75201  0.17536  -1.04777  0.25
H  -3.51055  -2.37277  1.37951  -0.17
H  -2.27948  -2.33162  -0.82998  -0.17

Atoms 1-3, force components in eV/Å:
-0.805 0.691 -0.501
0.893 -1.410 -1.121
0.362 0.998 -1.130

Results
HOMO energy (spin up / spin down)   -7.42 / -6.93 eV
Frontier orbital gap (spin up / spin down)   0.2584 / 0.2382 hartree
ΔE to the lowest compared entry with this formula, charge and spin   1220.0 kJ/mol
M   205.2 Da
E   -41371.4505 eV

***

(2)
A cluster of 2 separate species, C4H11N3O2 in total in a non-equilibrium geometry, computed with ωB97M-V/def2-TZVPD.

Each line ends with the natural charge from an NBO analysis.
Positions of all 20 atoms, in Å:
H  0.56938  0.70038  -2.44003  0.35
N  0.16145  0.13975  -1.70846  -0.75
C  0.88131  -0.67080  -1.06771  0.58
N  0.42093  -1.19951  0.15457  -0.86
N  2.08569  -1.26621  -1.46144  -0.67
C  1.98695  -1.89180  -2.75041  -0.41
H  0.17453  -2.17095  0.29284  0.39
H  -0.28261  -0.58313  0.54344  0.39
H  2.73585  -1.50072  -0.74819  0.40
H  2.73378  -2.71782  -2.83453  0.20
H  2.32036  -1.31521  -3.63119  0.18
H  1.02249  -2.33016  -2.97105  0.20
C  -2.12251  2.66344  2.01590  -0.74
C  -2.02166  1.20409  2.36306  0.80
O  -2.67267  0.29298  1.92730  -0.58
O  -0.98252  1.08376  3.18964  -0.72
H  -2.02202  2.84855  0.92886  0.25
H  -1.29561  3.28680  2.33747  0.24
H  -3.09628  3.10690  2.25460  0.24
H  -0.59684  0.31967  3.60536  0.51

Atoms 1-3, force components in eV/Å:
0.556 -0.421 -0.254
-0.733 0.791 0.389
0.270 -1.585 0.770

Results
SMILES   [H]/N=C(/N)NC.CC(=O)O
HOMO energy   -8.90 eV
Frontier orbital gap   0.3519 hartree
ΔE to the lowest compared entry with this formula, charge and spin   164.6 kJ/mol
M   133.2 Da
E   -12891.1236 eV